1 | C4H6 | ωB97M-V/def2-TZVPD

Results
Kohn-Sham gap in Ha: 0.3582
LUMO in Eh: 0.0370
HOMO in Ha: -0.321
SMILES: C=C=CC

Geometry as ORCA input:
```
! wB97M-V def2-TZVPD RIJCOSX def2/J DEFGRID3
* xyz 0 1
C 1.46 -0.76 -0.47
C 0.64 0.32 0.19
C -0.65 0.47 0.15
C -1.88 0.85 0.28
H 2.19 -0.43 -1.22
H 0.80 -1.50 -0.93
H 2.02 -1.23 0.33
H -2.50 0.57 1.12
H -2.27 1.46 -0.53
H 0.71 0.67 1.24
*
```

2 | C4H6 | ωB97M-V/def2-TZVPD

Results
Kohn-Sham gap in Ha: 0.3205
LUMO in Eh: 0.0234
HOMO in Ha: -0.297
SMILES: C=C=CC

Geometry as ORCA input:
```
! wB97M-V def2-TZVPD RIJCOSX def2/J DEFGRID3
* xyz 0 1
C 1.01 0.37 -1.12
C 0.65 0.09 0.31
C -0.51 -0.48 0.55
C -1.69 -0.61 1.06
H 1.22 1.41 -1.38
H 0.21 -0.01 -1.77
H 1.90 -0.23 -1.34
H 1.40 0.24 1.08
H -1.62 0.16 1.82
H -2.69 -0.95 0.83
*
```

3 | C4H6 | ωB97M-V/def2-TZVPD

Results
Kohn-Sham gap in Ha: 0.4063
LUMO in Eh: 0.0419
HOMO in Ha: -0.364
SMILES: C#CCC

Geometry as ORCA input:
```
! wB97M-V def2-TZVPD RIJCOSX def2/J DEFGRID3
* xyz 0 1
C 1.06 -0.25 0.80
C -0.45 -0.12 0.51
C -0.77 0.22 -0.88
C -1.04 0.53 -2.01
H 1.31 0.22 1.76
H 1.66 0.24 0.02
H 1.37 -1.29 0.85
H -0.97 -1.04 0.79
H -0.89 0.67 1.15
H -1.29 0.82 -3.00
*
```

4 | C4H6 | ωB97M-V/def2-TZVPD

Results
Kohn-Sham gap in Ha: 0.3843
LUMO in Eh: 0.0399
HOMO in Ha: -0.344
SMILES: CC#CC

Geometry as ORCA input:
```
! wB97M-V def2-TZVPD RIJCOSX def2/J DEFGRID3
* xyz 0 1
C 1.67 1.10 -0.43
C 0.38 0.44 -0.28
C -0.61 -0.20 -0.02
C -1.68 -1.09 0.42
H 1.60 2.17 -0.25
H 2.11 0.93 -1.42
H 2.34 0.66 0.32
H -1.34 -2.13 0.32
H -2.60 -0.97 -0.14
H -1.88 -0.91 1.48
*
```

Which of them is the most stable, and which is the least stable? 4 and 2, in that order.

1 | C7H11NO3 | ωB97M-V/def2-TZVPD

Results
Kohn-Sham gap in Ha: 0.3946
LUMO in Eh: 0.0240
HOMO in Ha: -0.371

Geometry as ORCA input:
```
! wB97M-V def2-TZVPD RIJCOSX def2/J DEFGRID3
* xyz 0 1
C -0.87 -2.44 0.66
C -1.21 -1.04 0.87
C -0.08 -0.15 0.58
C 1.10 -0.45 1.50
C -0.25 2.10 -0.03
C 0.59 2.14 -2.31
C 0.47 0.08 -0.86
H -0.68 -3.05 1.82
H -1.94 -3.02 0.06
H 0.23 -2.59 -0.03
H -2.08 -0.85 0.23
H -1.56 -0.97 1.91
H 1.47 -1.62 1.74
H 2.02 0.11 1.06
H 0.65 -0.08 2.63
H 1.38 2.83 -1.96
H -0.32 2.57 -2.54
H 0.89 1.37 -3.23
N 0.46 1.37 -1.07
O -0.31 1.19 0.98
O -0.72 3.20 -0.23
O 0.76 -0.70 -1.76
*
```

2 | C7H11NO3 | ωB97M-V/def2-TZVPD

Results
Kohn-Sham gap in Ha: 0.3683
LUMO in Eh: 0.0235
HOMO in Ha: -0.345
SMILES: O=C1CC[C@@H](O)[C@@H]2[C@@H](O)CN12

Geometry as ORCA input:
```
! wB97M-V def2-TZVPD RIJCOSX def2/J DEFGRID3
* xyz 0 1
C -0.70 0.44 1.64
C -1.77 -0.47 1.00
C -0.34 0.83 0.19
C 1.07 0.94 -0.28
C 1.64 -0.41 -0.63
C 0.67 -1.16 -1.62
C -0.68 -1.39 -0.98
H -1.38 1.22 3.29
H 0.10 -0.11 2.12
H -1.80 -1.47 1.32
H -2.74 0.08 1.03
H -0.80 1.82 0.02
H 1.65 1.47 0.49
H 1.82 1.66 -2.07
H 2.65 -0.44 -1.02
H 1.66 -0.95 0.33
H 1.03 -2.15 -1.93
H 0.60 -0.52 -2.51
N -1.24 -0.24 -0.39
O -1.16 1.58 2.40
O 1.00 1.72 -1.53
O -1.25 -2.45 -0.87
*
```

Which of them is the most stable, and which is the least stable? 2 and 1, in that order.

1 | C5H7FS2 | ωB97M-V/def2-TZVPD

Results
Kohn-Sham gap in Ha: 0.3460
LUMO in Eh: 0.0286
HOMO in Ha: -0.317
SMILES: SC1=C[C@H]1S.C=CF

Geometry as ORCA input:
```
! wB97M-V def2-TZVPD RIJCOSX def2/J DEFGRID3
* xyz 0 1
C 1.61 0.72 0.40
C 0.99 -0.32 0.89
C 2.44 -0.49 0.59
C -3.30 0.07 0.08
C -2.50 -0.09 -0.95
F -1.74 0.93 -1.40
S 1.63 2.32 -0.21
S 2.96 -1.44 -0.89
H 0.08 -0.80 1.16
H 3.18 -0.57 1.38
H -3.39 1.02 0.58
H -3.90 -0.74 0.44
H 0.30 2.46 -0.24
H -2.34 -0.99 -1.51
H 3.97 -2.08 -0.31
*
```

2 | C5H7FS2 | ωB97M-V/def2-TZVPD

Results
Kohn-Sham gap in Ha: 0.3438
LUMO in Eh: 0.0272
HOMO in Ha: -0.317
SMILES: FC1[C@H]2SCCS[C@H]12

Geometry as ORCA input:
```
! wB97M-V def2-TZVPD RIJCOSX def2/J DEFGRID3
* xyz 0 1
C 0.03 2.04 0.24
C 0.58 0.72 -0.39
C 0.80 -1.96 0.02
C -0.68 -1.64 -0.42
C -0.29 0.60 0.73
H 0.58 2.77 1.00
H 0.37 0.67 -1.61
H 0.78 -1.97 1.17
H 1.23 -2.90 -0.51
H -1.12 -2.67 -0.68
H -0.37 -1.19 -1.38
H 0.40 0.37 1.66
F -0.98 2.75 -0.31
S 1.90 -0.56 -0.37
S -1.62 -0.59 0.50
*
```

Which of them is the most stable, and which is the least stable? 1 and 2, in that order.